Entry 1:
This record from the OMol25 dataset describes an isolated molecule of C12H16F8N2O. The level of theory is wB97M-V/def2-TZVPD.

The calculation puts the total energy at -1450.57197 hartree. The multiplicity is 1.

XYZ file:
```
39
Properties=species:S:1:pos:R:3:forces:R:3:mulliken_charge:R:1
C -0.4521 -1.4874 3.7657 0.22 0.05 0.20 -1.40
C 0.2788 -0.5384 2.8511 -0.53 -0.23 -0.21 0.73
O 1.3649 -0.0630 3.0771 0.48 0.12 0.24 -0.61
N -0.4112 -0.2607 1.7017 -0.04 -0.03 -0.20 0.09
C 0.1003 0.6660 0.7361 -0.26 0.69 0.10 -1.28
N 0.4768 0.1290 -0.5523 0.09 -0.13 0.12 0.64
C 0.3328 -1.3021 -0.7717 -0.03 -0.13 0.23 -1.01
C 1.4531 -2.1353 -0.1408 -0.03 0.04 -0.29 -0.30
C 2.8090 -1.6445 -0.6414 -0.02 0.04 0.32 -0.87
C 2.9404 -0.1506 -0.3579 -0.09 -0.04 -0.29 -0.54
C 1.7785 0.5935 -1.0174 0.06 0.10 0.15 -1.13
C -0.9458 1.8090 0.5207 0.16 -0.40 0.45 0.46
F -1.4609 2.1787 1.7178 -0.06 -0.08 0.10 -0.38
F -0.3348 2.9123 0.0322 0.14 0.03 -0.25 -0.32
C -2.1443 1.4472 -0.4104 -0.05 0.39 -0.01 0.65
F -2.3920 0.1201 -0.3445 0.22 -0.35 0.00 -0.33
F -3.2639 2.0408 0.0497 0.08 0.22 -0.03 -0.34
C -1.9794 1.8846 -1.8976 -0.06 -0.13 -0.22 0.59
F -0.7104 1.7896 -2.3310 -0.10 -0.17 -0.15 -0.22
F -2.3141 3.1878 -1.9923 -0.30 0.06 0.02 -0.30
C -2.8688 1.0772 -2.8814 0.31 0.45 -0.34 0.02
F -4.1171 0.9506 -2.4125 -0.40 0.16 0.24 -0.27
F -2.3650 -0.1562 -3.0432 0.28 -0.33 -0.07 -0.24
H -0.7085 -2.4033 3.2380 -0.05 -0.08 -0.04 0.35
H -1.3679 -1.0181 4.1187 -0.11 0.00 0.03 0.35
H 0.1794 -1.7228 4.6171 0.00 0.00 -0.01 0.38
H -1.3129 -0.6824 1.5502 0.06 0.03 0.07 0.29
H 0.9559 1.1582 1.2295 -0.26 -0.11 -0.14 0.88
H -0.6431 -1.6283 -0.4125 0.02 -0.04 -0.12 0.46
H 0.3472 -1.4399 -1.8568 -0.07 -0.10 -0.02 0.51
H 1.4196 -2.0434 0.9461 -0.02 -0.04 0.04 0.09
H 1.3065 -3.1854 -0.3987 -0.02 -0.07 0.05 0.38
H 3.6123 -2.1955 -0.1496 0.04 -0.04 -0.08 0.40
H 2.8857 -1.8195 -1.7174 0.05 -0.05 -0.07 0.33
H 2.9224 0.0157 0.7215 0.03 0.06 0.07 0.25
H 3.8845 0.2328 -0.7456 0.07 0.05 0.04 0.41
H 1.8443 1.6681 -0.8431 0.02 0.02 -0.08 0.52
H 1.7968 0.4286 -2.0976 0.10 0.08 -0.08 0.44
H -2.8970 1.5869 -3.8574 0.07 -0.05 0.27 0.31
```
Positions in Å, forces in eV/Å.


Entry 2:
This record from the OMol25 dataset describes a cluster of 2 separate species, C12H16N2 in total. The level of theory is wB97M-V/def2-TZVPD.

The calculation puts the total energy at -576.32926 hartree. The multiplicity is 1.

XYZ file:
```
30
Properties=species:S:1:pos:R:3:forces:R:3:mulliken_charge:R:1
C -1.3414 -1.6965 -1.3887 1.12 1.45 0.44 -1.23
C 0.1212 -1.9731 -1.0562 1.71 -1.82 -1.79 -0.58
C 1.0017 -0.8847 -1.6599 -0.73 0.20 1.88 0.21
C 1.2585 -0.6915 -2.9804 0.12 0.29 -0.30 -0.54
N 1.9781 0.4775 -3.0363 0.68 0.66 0.04 -0.11
C 2.1746 0.9184 -1.7592 -1.14 -0.63 0.14 -0.40
N 1.5354 0.1467 -0.9062 0.67 -0.26 -0.39 -0.24
H -1.3018 -1.3814 -2.4299 -0.90 -0.64 -0.22 0.44
H -1.5178 -0.7620 -0.8675 -0.33 0.27 0.01 0.22
H -2.1229 -2.3473 -1.0284 0.04 -0.70 -0.45 0.34
H 0.3643 -2.4235 -0.0953 -0.16 1.26 0.66 0.31
H 0.5976 -2.8135 -1.6126 -1.18 -0.21 -0.37 0.41
H 1.0623 -1.2478 -3.8860 -0.19 0.00 0.25 0.45
H 2.1306 1.0417 -3.8572 0.25 -0.29 0.01 0.23
H 2.7596 1.7718 -1.4697 -0.02 0.24 -0.27 0.44
C 1.0259 -0.6630 2.3721 -0.36 0.13 -1.60 -1.18
C -0.1127 0.2866 2.0386 0.16 0.04 0.65 0.74
C 0.0846 1.6325 2.2916 0.03 0.14 -0.71 -0.47
C -0.8258 2.6032 1.8746 0.39 -0.26 1.82 -0.64
C -2.0026 2.1949 1.3103 -0.47 -0.09 -0.69 -0.39
C -2.2453 0.8325 1.0908 -0.85 0.29 0.34 -0.33
C -1.3349 -0.1360 1.4778 0.82 0.60 0.98 -0.35
H 1.9813 -0.1381 2.3723 -0.12 0.05 0.14 0.34
H 1.0377 -1.2939 1.4827 0.47 -0.34 0.23 0.08
H 0.9564 -1.2942 3.2359 -0.39 -0.14 0.63 0.40
H 0.9938 1.9249 2.7926 0.14 0.12 0.08 0.36
H -0.7034 3.5848 2.3299 0.00 0.18 -0.77 0.33
H -2.7622 2.9354 1.0661 0.05 -0.25 -0.02 0.36
H -3.2571 0.5938 0.7541 0.42 -0.30 -0.11 0.34
H -1.5356 -1.1981 1.5442 -0.25 -0.01 -0.61 0.49
```
Positions in Å, forces in eV/Å.


Entry 3:
This record from the OMol25 dataset describes a cluster of 2 separate species, C12H16N2 in total. The level of theory is wB97M-V/def2-TZVPD.

The calculation puts the total energy at -576.28632 hartree. The multiplicity is 1.

XYZ file:
```
30
Properties=species:S:1:pos:R:3:forces:R:3:mulliken_charge:R:1
C -3.0821 1.9090 1.3854 -0.99 1.86 0.68 -1.23
C -3.1382 1.1727 0.0585 -0.84 2.56 -1.03 -0.09
C -2.8789 -0.2580 0.1362 1.07 -2.31 1.39 0.28
C -3.0817 -1.0877 1.2200 1.34 -2.78 -1.88 -0.47
N -2.4847 -2.3913 0.8660 0.16 5.08 -2.81 -0.15
C -1.8168 -2.1344 -0.3861 -5.27 4.22 5.45 -0.55
N -2.0889 -0.9310 -0.8012 -0.23 0.34 0.05 -0.56
H -3.8447 1.5140 2.0357 -0.09 -0.70 0.55 0.30
H -3.4542 2.9958 1.3964 0.77 -1.29 -0.84 0.33
H -2.1421 1.9327 1.9124 0.46 -0.34 0.01 0.34
H -4.1530 1.4757 -0.3125 0.62 -0.85 -0.13 0.17
H -2.4505 1.6222 -0.6814 -0.15 -0.27 0.36 0.31
H -3.5091 -1.0292 2.1938 -0.38 0.38 0.25 0.40
H -2.4295 -3.1244 1.4957 0.35 -1.61 1.00 0.16
H -1.3443 -2.7692 -0.9298 3.06 -4.33 -2.99 0.73
C 1.2386 -0.9412 -1.5968 -1.86 -2.71 -1.91 -0.96
C 2.3091 -0.1152 -1.0337 0.50 1.31 2.17 0.54
C 2.2120 -0.1182 0.3872 1.40 0.03 -0.05 -0.33
C 2.9400 0.7921 1.1590 -0.95 -1.06 -0.06 -0.61
C 3.9100 1.5749 0.5390 0.44 1.79 2.82 -0.19
C 4.1686 1.5290 -0.7850 -2.50 -1.63 0.00 -0.58
C 3.2010 0.8124 -1.5425 0.80 0.93 -2.89 -0.20
H 0.2831 -0.6122 -1.1866 0.08 -0.11 0.13 0.09
H 1.2961 -2.0856 -1.3643 0.33 1.99 0.13 0.26
H 0.9876 -1.0100 -2.6794 0.93 0.70 0.35 0.35
H 1.6128 -0.9305 0.7866 -0.22 0.47 0.48 0.36
H 2.7563 0.8702 2.2423 0.20 -0.05 -0.64 0.33
H 4.3524 2.3866 1.1846 0.13 -1.21 -0.72 0.25
H 5.0123 2.0006 -1.1803 0.70 1.04 -0.96 0.45
H 3.1523 1.2061 -2.6141 0.14 -1.46 1.10 0.25
```
Positions in Å, forces in eV/Å.


Entry 4:
This record from the OMol25 dataset describes a cluster of 2 separate species, C12H16N2O in total. The level of theory is wB97M-V/def2-TZVPD.

The expectation value of S² is 0.774. The calculation puts the total energy at -651.56432 hartree. The multiplicity is 2. As for the total charge: -1.

XYZ file:
```
31
Properties=species:S:1:pos:R:3:forces:R:3:mulliken_spin:R:1
C 1.3605 1.8895 0.0092 -0.27 2.16 -0.63 0.08
C 0.4609 2.7747 0.9103 -0.23 -1.15 2.17 -0.02
C 2.5314 1.5037 0.8523 0.83 0.10 -0.12 -0.01
O 3.3859 2.3523 1.0747 0.34 -0.56 0.32 0.00
N 2.5788 0.2240 1.3388 -0.57 0.98 -0.58 0.00
H 0.7436 1.0855 -0.3417 0.00 -0.54 -0.46 -0.06
H 1.7498 2.5082 -0.8509 -0.28 -0.91 0.81 0.00
H -0.1632 1.9992 1.3993 -0.64 0.72 -0.42 0.01
H 3.3958 -0.0834 1.8418 -0.34 -0.08 0.02 0.00
H 1.7555 -0.3311 1.1447 0.45 -0.44 0.15 0.00
H -0.1255 3.6245 0.5595 0.03 -0.50 -0.67 0.00
H 0.9585 3.1430 1.8273 0.49 0.19 -0.73 0.00
C -0.1361 -2.5206 1.6125 1.67 -0.08 1.04 0.00
C -1.9409 -0.4733 -0.8713 1.23 0.20 0.19 0.38
C -0.7485 -1.1749 -0.4652 -1.23 0.53 0.37 0.08
C -1.0642 -1.7413 0.7699 1.20 -0.52 0.59 -0.32
C -2.3271 -1.4238 1.1802 -0.49 0.50 0.07 0.30
C -1.9568 0.1064 -2.1453 -2.79 1.29 1.19 0.10
C -0.8125 0.2217 -2.9424 1.53 -2.14 -0.63 0.34
C 0.3316 -1.2712 -1.3833 1.59 -1.58 -1.37 0.26
C 0.1955 -0.7451 -2.6512 -0.48 2.37 -0.31 -0.22
N -2.8238 -0.4980 0.2373 0.66 -0.23 -1.79 -0.08
H -3.6834 0.0102 0.2335 -0.26 -0.23 0.13 0.00
H -2.9034 0.5374 -2.4819 0.14 0.24 0.07 0.02
H -2.7443 -1.6315 2.1545 -0.27 0.34 -0.16 0.04
H -0.6992 0.7328 -3.8988 -0.74 -0.09 0.21 0.02
H 1.2777 -1.8536 -1.2860 -1.03 0.06 0.67 0.07
H 0.2469 -1.9571 2.4877 -0.84 0.08 0.19 0.01
H 0.8803 -2.6428 1.1711 -0.91 -0.78 -0.51 0.01
H 0.8550 -0.9111 -3.5010 0.67 -0.16 0.61 -0.02
H -0.5786 -3.4542 2.0145 0.51 0.24 -0.40 -0.02
```
Positions in Å, forces in eV/Å.


Entry 5:
This record from the OMol25 dataset describes a cluster of 2 separate species, C12H16N2O in total. The level of theory is wB97M-V/def2-TZVPD.

The calculation puts the total energy at -651.49190 hartree. The multiplicity is 1.

XYZ file:
```
31
Properties=species:S:1:pos:R:3:forces:R:3:mulliken_charge:R:1
C -2.6481 1.3824 -0.9733 2.53 0.39 0.36 -1.32
C -1.8904 0.3640 -1.8537 -0.80 -1.59 1.26 -0.29
C -1.9316 -1.0023 -1.1264 1.47 -2.34 -1.89 0.72
C -1.6305 -2.1509 -1.8773 -1.70 0.60 3.41 -0.82
N -1.8934 -3.2483 -1.0310 0.88 0.92 0.06 -0.15
C -2.1782 -2.7621 0.2246 0.53 4.07 -1.43 -0.34
N -2.1800 -1.3836 0.1587 -0.78 -1.50 0.46 -0.49
H -2.2122 2.3472 -1.0182 0.57 1.36 -1.22 0.44
H -2.4239 1.3541 0.1281 -1.11 -1.39 -0.87 0.28
H -3.6208 1.5053 -1.3177 -2.03 -0.10 0.25 0.38
H -2.2541 0.0862 -2.8795 -0.62 0.93 1.00 0.46
H -0.8829 0.6313 -2.1110 0.69 0.39 0.60 0.09
H -1.4591 -2.1968 -2.8985 0.36 -0.61 -1.59 0.48
H -1.4765 -4.1373 -1.2410 -0.36 -0.39 0.19 0.24
H -2.3743 -3.2049 1.1952 0.17 -0.66 -0.67 0.42
C -0.1776 1.9500 2.7249 3.39 -1.57 -0.25 -1.31
C 0.9465 1.4572 1.7289 -1.23 -1.09 0.95 0.43
C 2.2611 1.7216 2.0935 -1.08 1.30 -1.48 -0.55
C 3.1396 1.3198 1.1131 3.64 1.69 -0.12 -0.44
C 2.8164 0.7760 -0.1074 -2.03 -3.82 -1.67 0.62
O 3.8519 0.1030 -0.7422 -0.01 -0.43 -2.49 -0.54
C 1.4603 0.3904 -0.5341 0.55 2.47 4.26 -0.54
C 0.5805 0.6866 0.5695 -0.88 1.58 -0.51 0.50
H 0.1422 1.4455 3.6984 -0.82 1.12 -0.93 0.27
H -1.0803 1.4918 2.3774 -0.96 0.59 0.10 0.42
H 0.0015 3.0403 2.7189 -1.11 -0.48 0.42 0.33
H 2.4898 2.5029 2.8688 0.01 -1.39 -0.57 0.30
H 4.2488 1.6346 1.1656 -1.68 -0.92 0.18 0.22
H 3.5361 -0.4248 -1.5705 0.56 1.72 2.39 0.32
H 1.1206 0.1182 -1.5369 0.42 -0.34 0.55 0.35
H -0.5444 0.6099 0.5707 1.44 -0.50 -0.73 -0.50
```
Positions in Å, forces in eV/Å.


Entry 6:
This record from the OMol25 dataset describes a cluster of 2 separate species, C12H16N2O in total. The level of theory is wB97M-V/def2-TZVPD.

The calculation puts the total energy at -651.57777 hartree. The multiplicity is 1.

XYZ file:
```
31
Properties=species:S:1:pos:R:3:forces:R:3:mulliken_charge:R:1
C 1.5008 3.4125 0.0506 0.57 -1.66 1.98 -1.28
C 0.8175 2.2070 -0.4912 -0.09 -2.24 0.03 0.05
C 1.1613 1.6240 -1.6777 -1.21 -0.17 -0.51 -0.60
N 0.1660 0.7629 -2.1488 -1.15 0.59 3.50 0.05
C -0.8631 0.7266 -1.1556 2.74 1.53 0.39 -0.71
C -2.1290 0.2295 -1.1882 -2.29 -0.73 -0.32 -0.39
C -3.0127 0.5101 -0.1509 1.05 0.87 1.12 -0.68
C -2.4550 1.0580 1.0249 -0.76 -0.43 1.07 -0.26
C -1.1580 1.4904 1.1607 -0.12 -0.65 -1.84 -0.62
C -0.3858 1.4920 -0.0321 0.09 0.61 -0.89 1.39
H 1.3756 3.4848 1.1506 -1.01 0.63 -0.65 0.31
H 1.1324 4.1873 -0.5827 0.31 1.30 0.32 0.32
H 2.5808 3.2748 0.1246 0.22 0.28 -1.16 0.36
H 2.0025 1.8030 -2.3074 0.39 0.29 -0.25 0.48
H 0.0534 0.3391 -3.0179 0.22 -0.47 -1.45 0.13
H -2.4719 -0.3787 -2.0067 -0.08 0.03 -0.47 0.39
H -4.0928 0.4238 -0.0545 0.27 -0.85 -0.87 0.38
H -3.0807 1.0180 1.9391 0.36 0.20 -0.67 0.30
H -0.7704 1.6004 2.1401 0.48 0.88 0.63 0.38
C 1.4263 -3.1790 -0.4820 -0.02 -1.68 -0.68 -1.21
C 0.1548 -2.4763 0.0448 -0.07 -0.60 0.35 0.19
C 0.0772 -2.2274 1.5921 1.34 3.66 -0.39 0.55
N 1.1847 -1.4934 2.0683 -0.30 -1.31 -1.54 -0.35
O -0.9188 -2.3132 2.2702 0.00 -1.08 -0.28 -0.61
H 1.2654 -3.4424 -1.5539 0.11 0.68 0.46 0.35
H 1.5842 -4.2439 -0.0983 -0.17 1.59 0.25 0.31
H 2.3757 -2.6212 -0.4226 -0.46 -0.13 0.13 0.34
H -0.0751 -1.5618 -0.6175 0.26 -1.21 1.61 -0.21
H -0.6592 -3.1960 -0.0139 -0.25 0.09 -0.72 0.27
H 1.2532 -1.1602 3.0053 -0.16 -0.01 0.36 0.21
H 1.9605 -1.3506 1.4305 -0.25 -0.02 0.49 0.16
```
Positions in Å, forces in eV/Å.


Q: The highest multiplicity belongs to which entry?
A: number 4